ORCA calculation (ωB97M-V/def2-TZVPD) on a 13-piece molecular cluster, C37H80O14 overall at a distorted geometry.

The geometry in ORCA input format:
```
! wB97M-V def2-TZVPD RIJCOSX def2/J DEFGRID3
* xyz 0 1
H 4.975 -4.892 3.502
H -0.882 7.400 -1.659
C -0.299 2.879 3.716
C 1.853 0.548 1.138
C -0.782 0.738 1.587
H 6.763 -4.234 -7.029
O 2.932 5.409 -2.786
H 6.371 2.504 5.603
H -2.305 4.095 -6.583
C 5.054 -3.055 -0.907
C -2.088 2.921 -4.787
H 3.587 3.476 -0.685
H 6.298 -3.236 4.847
H 5.723 -0.456 5.126
H 4.349 4.631 -4.910
H 5.069 -4.061 -9.297
H 2.788 -5.534 -3.772
H 3.554 4.137 2.073
H -2.594 2.874 3.902
H 2.479 1.426 0.762
C 2.523 -4.563 -4.196
H 2.998 3.860 -5.769
C 4.493 -4.253 4.246
O -10.477 -0.807 2.220
O 5.160 1.940 4.057
H 2.661 -2.703 -3.639
O 3.684 3.502 1.358
C -9.195 -5.201 6.086
H 7.266 -6.058 -8.530
C 3.232 -4.351 -5.519
H -10.054 0.059 2.145
O -0.324 3.841 -6.153
H 4.297 6.057 0.810
H -6.865 -4.438 6.821
C -2.273 7.661 -2.995
C 0.608 1.173 1.909
H 1.436 -4.527 -4.325
H -6.755 -0.753 2.344
C 5.683 1.692 5.357
H 5.447 4.997 0.011
O 5.956 -2.578 0.087
H 2.853 3.431 -3.300
C -1.649 3.321 -6.183
H 6.814 0.160 6.384
C 6.325 -5.791 -9.019
H 6.399 -6.038 -10.081
C -7.231 -0.423 3.274
O -1.378 8.153 -2.003
H -12.145 -0.160 1.208
H 2.950 -5.121 -6.241
H 0.253 3.148 -5.807
H 1.897 2.584 3.252
C 2.697 -0.337 2.141
C -3.220 6.642 -2.391
H 4.135 -3.481 6.665
H 4.859 1.708 6.078
H -9.769 -4.764 6.906
H -2.671 -2.227 0.554
H -11.318 -0.939 -1.033
O 2.906 -3.558 -3.263
H -5.548 -0.877 4.553
O 5.918 -4.013 -7.439
O 4.846 -2.969 6.259
O -7.365 -3.684 6.484
H 1.598 -0.063 0.227
H -11.869 -1.911 1.213
C 0.862 2.242 2.984
C -3.575 -0.546 1.514
H 6.804 -3.696 -9.267
H 4.057 -3.391 3.739
H 5.544 -6.407 -8.567
H 1.478 4.410 -3.843
C 6.403 0.358 5.392
C -1.696 2.428 3.395
C -11.380 -0.939 1.129
H -10.126 0.132 -0.267
H 7.218 0.344 4.663
C -6.614 -1.115 4.474
H 3.667 -4.806 4.700
H -3.792 7.087 -1.574
O -7.081 0.986 3.388
H 5.918 -4.668 5.821
H 4.245 5.876 -0.955
H -3.915 6.262 -3.143
H -7.667 -4.607 4.671
H 4.627 -4.906 0.123
H 5.632 -3.511 -1.717
O -4.323 1.750 2.127
H -2.829 8.510 -3.395
C -3.414 0.940 1.987
C 4.413 5.350 -0.016
H 2.996 5.609 -5.455
H -2.663 5.800 -1.969
C 4.087 -4.054 -0.303
H -0.153 3.683 4.486
C 3.451 4.189 0.131
H -8.632 -6.042 6.502
C 5.486 -3.806 5.302
C -1.186 -0.338 0.530
H -2.049 3.779 -4.112
H 4.314 -4.376 -5.383
H 6.437 -3.339 0.434
C 2.566 4.397 -3.719
H 4.513 -2.198 -1.311
H -9.866 -1.606 -0.256
H -8.818 -3.325 5.092
H 3.387 -4.422 -1.054
H 2.666 6.260 -3.158
H 2.414 4.539 0.115
H -4.545 -1.083 1.744
H 4.545 1.224 3.848
H 2.986 -3.371 -5.937
H -9.888 -5.582 5.333
H -6.728 -2.198 4.401
C 3.265 4.632 -5.044
H 3.522 -3.595 0.512
H 4.537 -1.286 3.225
H -8.298 -0.645 3.213
C -10.635 -0.833 -0.187
H -7.085 -0.773 5.399
H -1.675 2.461 -6.860
C 3.596 -0.937 2.719
H -3.106 2.526 -4.797
H -1.688 7.217 -3.807
C -2.520 -1.152 0.844
H -1.420 2.160 -4.374
C 6.019 -4.318 -8.826
O -0.603 -0.584 -0.517
H -6.134 1.176 3.433
C -8.255 -4.172 5.487
C -1.934 1.387 2.354
*
```

M, g/mol: 749.033
HOMO-LUMO gap, eV: 8.14
Maximum force, eV/A: 3.64
LUMO energy, eV: -1.11
HOMO level, hartree: -0.340